13
Properties=species:S:1:pos:R:3 method="wB97M-V/def2-TZVPD" homo_energy_ev="-12.99 / -11.56" spin_multiplicity=3 e_above_lowest_ev=1.199 total_charge=+1 gap_ev="8.0 / 6.0" molar_mass_g_mol=255.024
Tm 0.607 1.441 0.647
O -1.365 -1.268 0.197
O 1.699 -0.159 0.266
C 0.972 -1.044 -0.549
C -2.401 -0.488 0.618
C -2.483 0.747 0.050
C -0.488 -0.634 -0.766
H -3.287 1.370 0.450
H -0.793 -0.919 -1.782
H 1.445 -1.111 -1.551
H -3.290 -1.112 0.760
H -1.831 0.355 -1.155
H 0.989 -2.064 -0.114

14
Properties=species:S:1:pos:R:3 method="wB97M-V/def2-TZVPD" homo_energy_ev="-23.76 / -24.01" spin_multiplicity=5 total_charge=+3 gap_ev="6.0 / 9.2" molar_mass_g_mol=247.089
Pm 1.354 3.269 0.176
O 1.621 0.937 -0.547
O -1.743 1.361 0.225
O 0.099 0.245 0.862
C -0.600 1.480 0.703
C 1.286 0.036 0.223
C 1.716 -1.370 0.183
C -2.183 0.042 -0.475
H 1.150 -1.895 -0.600
H -2.247 -0.693 0.333
H 1.449 -1.871 1.124
H 2.792 -1.440 0.011
H -1.561 -0.389 -1.260
H -3.132 0.288 -0.958

14
Properties=species:S:1:pos:R:3 method="wB97M-V/def2-TZVPD" homo_energy_ev=-10.39 e_above_lowest_ev=2.797 gap_ev=11.3 smiles="O=CO[C@@H]1COCO1" molar_mass_g_mol=118.088
O -0.887 1.690 1.709
O 0.806 0.602 0.596
O 0.531 -1.602 -1.377
O -0.960 -0.011 -0.775
C 0.228 1.739 1.241
C 0.015 -0.302 -1.794
C -0.247 -0.346 0.349
C 0.395 -1.672 0.128
H -0.278 -2.560 0.456
H 0.762 0.545 -1.686
H 1.335 -1.645 0.683
H -0.420 -0.428 -2.816
H -0.761 -0.404 1.292
H 1.105 2.539 1.292

14
Properties=species:S:1:pos:R:3 method="wB97M-V/def2-TZVPD" homo_energy_ev=-9.87 e_above_lowest_ev=1.751 gap_ev=10.3 smiles="CC(=O)[C@H](O)C(=O)O" molar_mass_g_mol=118.088
O -0.479 0.508 -1.832
O -1.968 -1.110 -2.316
O 0.566 -1.854 1.287
O -1.962 -1.760 0.345
C 0.292 -0.807 0.793
C -1.125 -0.657 -0.042
C -1.260 -0.512 -1.557
C 1.281 0.320 0.778
H 2.236 -0.202 0.975
H -1.683 0.190 0.373
H 0.961 0.971 1.656
H -1.910 -2.530 -0.257
H 1.187 0.987 -0.088
H -0.326 0.503 -2.758